(1)
{"formula": "C5H8S", "method": "wB97M-V/def2-TZVPD", "e_above_lowest_kcal_mol": 32.27, "e_tot_ev": -16148.238, "lumo_energy_ev": 1.15, "symbols": ["C", "C", "C", "C", "C", "H", "H", "H", "H", "H", "H", "H", "H", "S"], "coordinates": [[1.1311, 2.5091, -0.8786], [-0.0218, 1.8696, -0.8743], [-0.2560, 0.7374, 0.1192], [-0.7822, -1.9124, 0.5962], [-0.0956, -3.0206, 0.8261], [1.9179, 2.1911, -0.2058], [1.3600, 3.2978, -1.6241], [-0.7710, 2.0867, -1.6320], [0.6775, 0.6241, 0.6831], [-1.1141, 1.0114, 0.7502], [-1.5939, -1.6511, 1.2451], [-0.4358, -3.6259, 1.6475], [0.5919, -3.3235, 0.0906], [-0.6080, -0.7937, -0.7432]], "nbo_charge": [-0.38, -0.19, -0.57, -0.35, -0.38, 0.19, 0.21, 0.21, 0.22, 0.22, 0.19, 0.21, 0.20, 0.22]}

(2)
{"formula": "C5H8S", "method": "wB97M-V/def2-TZVPD", "e_above_lowest_kcal_mol": 121.67, "e_tot_ev": -16144.361, "lumo_energy_ev": [-0.20, -0.20], "symbols": ["C", "C", "C", "C", "C", "S", "H", "H", "H", "H", "H", "H", "H", "H"], "coordinates": [[1.0585, 1.3728, 1.7015], [0.5667, 0.6185, 0.9341], [-0.3478, -1.6805, 1.1648], [-0.4360, 1.1116, -1.9506], [-0.1242, -0.4360, 0.3007], [-1.3806, -0.1431, -0.9235], [1.7725, 2.0546, 2.2173], [-1.4082, -2.0651, 0.7266], [-0.5676, -1.4041, 2.1792], [0.3837, -2.5149, 1.0030], [-1.1103, 1.5624, -2.5985], [0.3328, 0.6155, -2.5902], [0.0663, 1.7632, -1.1840], [1.1941, -0.8548, -0.9804]], "nbo_charge": [-0.19, -0.12, -0.64, -0.71, -0.24, 0.26, 0.25, 0.21, 0.23, 0.25, 0.22, 0.22, 0.24, 0.01]}

(3)
{"formula": "C5H8S", "method": "wB97M-V/def2-TZVPD", "e_above_lowest_kcal_mol": 108.90, "e_tot_ev": -16144.915, "lumo_energy_ev": 0.61, "symbols": ["C", "C", "C", "C", "C", "H", "H", "H", "H", "H", "H", "H", "H", "S"], "coordinates": [[-1.7376, -0.4189, -0.0569], [-0.3470, -0.3048, -0.0098], [0.3426, -1.4892, -0.1223], [1.8228, 0.8293, -0.2292], [0.2817, 0.9027, 0.1893], [-2.5540, -0.9045, 1.0823], [-1.8966, -1.4899, -0.9599], [-2.1963, 0.5445, -0.5622], [0.0439, -2.5023, 0.1572], [1.9096, 1.2263, -1.2987], [2.3974, 1.5725, 0.3650], [-0.4048, 1.9504, -0.0205], [0.2516, 1.0525, 1.3799], [2.0866, -0.9686, 0.0857]], "nbo_charge": [-0.57, -0.16, -0.30, -0.53, -0.43, 0.21, 0.22, 0.22, 0.25, 0.21, 0.24, 0.23, 0.23, 0.18]}

(4)
{"formula": "C5H8S2", "method": "wB97M-V/def2-TZVPD", "e_above_lowest_kcal_mol": 124.42, "e_tot_ev": -26979.762, "lumo_energy_ev": -0.77, "symbols": ["C", "C", "C", "C", "C", "H", "H", "H", "H", "H", "H", "H", "H", "S", "S"], "coordinates": [[0.6910, -1.4956, 1.4224], [-0.0070, 0.6351, 0.1059], [0.9491, 0.2983, -0.8635], [0.9819, -0.5976, -1.8652], [-0.0645, -1.5784, -1.8164], [1.7201, -1.0215, 2.0136], [0.7775, -1.9129, 0.3728], [-0.1478, -2.5272, 1.9122], [1.8467, 0.7867, -1.0072], [1.9238, -0.7451, -2.4654], [-0.8979, -1.2244, -1.2639], [0.2179, -2.6471, -1.1715], [-0.2484, -1.9159, -2.8842], [-0.4606, -0.4436, 1.3035], [-0.8203, 2.1708, 0.1087]], "nbo_charge": [-0.90, -0.33, -0.33, -0.13, -0.65, 0.26, 0.26, 0.26, 0.24, 0.22, 0.23, 0.19, 0.23, 0.50, -0.06]}

(5)
{"formula": "C5H8S2", "method": "wB97M-V/def2-TZVPD", "e_above_lowest_kcal_mol": 84.99, "e_tot_ev": -26981.472, "lumo_energy_ev": 0.84, "symbols": ["C", "C", "C", "C", "C", "H", "H", "H", "H", "H", "H", "H", "H", "S", "S"], "coordinates": [[-1.0481, 0.8258, 0.2677], [0.3246, 1.4934, -0.1281], [0.9772, 0.1652, -0.6918], [0.8600, -0.7643, 0.5026], [-0.3153, -1.6938, 0.1179], [-1.0243, 0.8332, 1.3587], [-1.6791, 1.5424, -0.2083], [0.1255, 2.1189, -1.0628], [0.6904, 1.9825, 0.6047], [0.4676, -0.1700, -1.6514], [0.7735, -0.4704, 1.4907], [-0.9903, -2.2354, 0.9442], [0.0372, -2.5093, -0.6655], [2.4790, -0.4756, -0.3243], [-1.6778, -0.6425, -0.5543]], "nbo_charge": [-0.57, -0.37, -0.40, -0.33, -0.56, 0.21, 0.23, 0.19, 0.20, 0.25, 0.22, 0.24, 0.24, 0.24, 0.21]}

(6)
{"formula": "C5H8S3", "method": "wB97M-V/def2-TZVPD", "e_above_lowest_kcal_mol": 35.46, "e_tot_ev": -37818.630, "lumo_energy_ev": 0.70, "symbols": ["C", "C", "C", "C", "C", "H", "H", "H", "H", "H", "H", "H", "H", "S", "S", "S"], "coordinates": [[0.0625, -1.3612, -2.3870], [-0.8437, 0.5888, -0.3461], [1.0223, 1.4118, 1.4844], [0.3235, 0.1388, 1.8118], [-0.6858, -0.3621, 0.8466], [1.0366, -1.1002, -1.8831], [-0.2264, -2.2011, -1.9319], [0.0177, -1.5255, -3.4596], [-1.7004, 1.3570, -0.3232], [2.1337, 1.5797, 1.6323], [0.3786, 2.1671, 1.8469], [-0.1602, 0.0370, 2.8075], [-1.5133, -0.7782, 1.2787], [-1.2313, -0.2216, -1.9469], [0.7159, 1.6100, -0.2853], [0.6704, -1.3404, 0.8548]], "nbo_charge": [-0.76, -0.47, -0.55, -0.31, -0.41, 0.25, 0.20, 0.24, 0.25, 0.26, 0.22, 0.24, 0.23, 0.21, 0.18, 0.21]}

(7)
{"formula": "C5H9BCl4FNO", "method": "wB97M-V/def2-TZVPD", "e_tot_ev": -62350.556, "lumo_energy_ev": -0.93, "symbols": ["N", "C", "O", "B", "F", "H", "Cl", "C", "C", "Cl", "H", "H", "H", "H", "Cl", "C", "C", "Cl", "H", "H", "H", "H"], "coordinates": [[6.9414, 1.1982, -1.6652], [5.9796, 2.0068, -2.0615], [4.7409, 2.3441, -2.8350], [3.5817, 1.7887, -2.1053], [3.1541, 0.3677, -2.2549], [2.9787, 2.4656, -1.3485], [-0.4629, -0.1650, -1.8531], [0.2739, -0.1700, -0.2312], [-0.1150, 1.0556, 0.5800], [0.6034, 2.5498, -0.0719], [1.3593, -0.2461, -0.3515], [-0.0769, -1.0753, 0.2725], [0.2482, 0.9521, 1.6069], [-1.2007, 1.1880, 0.6152], [-4.0423, -2.4587, -0.4610], [-3.3055, -2.4636, 1.1609], [-3.6943, -1.2380, 1.9721], [-2.9760, 0.2561, 1.3202], [-2.2201, -2.5397, 1.0406], [-3.6563, -3.3690, 1.6646], [-3.3311, -1.3416, 2.9989], [-4.7801, -1.1056, 2.0072]], "nbo_charge": [-0.31, 0.49, -0.71, 1.15, -0.52, -0.11, -0.05, -0.39, -0.39, -0.07, 0.23, 0.22, 0.22, 0.23, -0.05, -0.39, -0.39, -0.06, 0.22, 0.23, 0.22, 0.23]}

(8)
{"formula": "C5H9BN2O3", "method": "wB97M-V/def2-TZVPD", "e_above_lowest_kcal_mol": 54.00, "e_tot_ev": -15129.940, "lumo_energy_ev": -1.01, "symbols": ["B", "C", "C", "C", "C", "C", "N", "N", "O", "O", "O", "H", "H", "H", "H", "H", "H", "H", "H", "H"], "coordinates": [[0.0810, 2.2156, 0.9105], [0.7192, -1.1934, -0.3147], [0.0290, -1.2460, -1.4174], [-0.2217, -0.6256, 0.6517], [0.3227, -1.4751, -2.8659], [-0.1124, -0.8828, 2.1106], [-1.3567, -0.8741, -1.1505], [-1.5052, -0.5567, 0.0452], [-0.7897, 2.3263, 1.9828], [0.4106, 3.3078, 0.2528], [0.3162, 1.1007, 0.2446], [1.6800, -1.2248, -0.0374], [0.0039, -2.4442, -3.2254], [1.4239, -1.3391, -2.9510], [-0.3035, -0.6559, -3.4370], [-0.9875, -0.2234, 2.5278], [0.7798, -0.5303, 2.4943], [-0.1932, -1.9473, 2.4945], [-1.1510, 3.1909, 2.2850], [0.8545, 3.0775, -0.6008]], "nbo_charge": [1.22, -0.28, 0.15, 0.44, -0.65, -0.69, -0.10, -0.16, -0.93, -0.89, -0.79, 0.23, 0.24, 0.23, 0.24, 0.26, 0.24, 0.25, 0.51, 0.50]}

(9)
{"formula": "C5H9BeO3", "method": "wB97M-V/def2-TZVPD", "e_above_lowest_kcal_mol": 23.83, "e_tot_ev": -11868.949, "charge": -1, "lumo_energy_ev": [2.95, 3.41], "symbols": ["O", "Be", "O", "C", "C", "C", "H", "H", "H", "H", "H", "O", "C", "C", "H", "H", "H", "H"], "coordinates": [[-2.6942, -0.8664, -4.0965], [-1.1093, 0.3240, -5.4399], [-0.7094, 0.1153, -4.0849], [-1.4860, -0.7028, -3.4660], [-3.8188, -1.1992, -3.2969], [-5.0557, -1.1509, -4.1656], [-3.6759, -2.2035, -2.8676], [-3.9002, -0.4809, -2.4663], [-4.9603, -1.8288, -5.0249], [-5.9323, -1.4571, -3.5789], [-5.2284, -0.1324, -4.5399], [-0.9912, -1.8029, -2.9320], [-0.3086, -1.2744, -1.1934], [-0.4604, -2.3095, -0.3667], [0.6398, -0.7317, -1.2476], [-0.8884, -3.2483, -0.7253], [0.1333, -2.3817, 0.5456], [-1.1318, -0.3881, -1.8577]], "nbo_charge": [-0.54, 0.18, -1.02, 0.95, -0.06, -0.62, 0.19, 0.18, 0.22, 0.20, 0.21, -0.71, -0.06, -0.71, 0.15, 0.21, 0.19, 0.05]}

(10)
{"formula": "C5H9Br", "method": "wB97M-V/def2-TZVPD", "e_above_lowest_kcal_mol": 40.83, "e_tot_ev": -75370.525, "lumo_energy_ev": -0.57, "symbols": ["C", "C", "C", "C", "C", "Br", "H", "H", "H", "H", "H", "H", "H", "H", "H"], "coordinates": [[-0.6589, -0.8368, 1.2533], [-0.1768, -0.9902, -0.2026], [-1.0597, 0.1593, 0.2209], [1.1738, -0.6467, -0.7722], [-0.7710, 1.5770, -0.0955], [-3.4663, -0.2856, -0.2254], [-1.3604, -1.4907, 1.6395], [0.0905, -0.5071, 1.9913], [-0.3916, -1.8948, -0.7974], [1.8545, -0.4159, 0.0610], [1.2204, 0.2944, -1.3895], [1.6028, -1.4895, -1.4816], [0.1982, 1.8496, -0.3354], [-1.2125, 2.1752, 0.6357], [-1.1618, 1.9886, -0.9682]], "nbo_charge": [-0.45, -0.33, 0.29, -0.61, -0.71, -0.31, 0.26, 0.21, 0.26, 0.21, 0.21, 0.23, 0.24, 0.23, 0.26]}

(11)
{"formula": "C5H9Br2NO2", "method": "wB97M-V/def2-TZVPD", "e_above_lowest_kcal_mol": 66.51, "e_tot_ev": -150995.473, "lumo_energy_ev": [-1.01, -1.01], "symbols": ["C", "C", "C", "C", "C", "N", "O", "O", "Br", "Br", "H", "H", "H", "H", "H", "H", "H", "H", "H"], "coordinates": [[-0.2620, 2.1169, 0.0433], [0.8147, -0.0520, -1.0943], [-0.9594, -1.7543, 0.9800], [0.2702, 0.6859, 0.1647], [-1.6615, -0.4267, 0.7815], [0.9615, 0.4910, 1.3916], [1.7369, -0.4528, 1.4535], [0.7874, 1.2339, 2.3307], [-2.4693, -0.6070, -0.9229], [-2.4625, 0.3183, 2.3140], [0.3259, 2.8629, 0.5424], [-0.3906, 2.2591, -1.0172], [-1.3359, 2.1793, 0.4259], [1.2925, 0.7490, -1.5628], [0.0325, -0.4652, -1.6691], [1.6026, -0.9035, -1.0112], [-0.3843, -1.8553, 0.0935], [-1.7074, -2.5671, 1.0737], [-0.3065, -1.8642, 1.8803]], "nbo_charge": [-0.68, -0.69, -0.72, 0.21, -0.19, 0.45, -0.42, -0.39, 0.11, 0.19, 0.25, 0.22, 0.23, 0.23, 0.23, 0.26, 0.23, 0.23, 0.25]}

(12)
{"formula": "C5H9BrIO5S", "method": "wB97M-V/def2-TZVPD", "e_tot_ev": -104544.581, "charge": -1, "lumo_energy_ev": 2.07, "symbols": ["C", "C", "C", "I", "O", "S", "O", "O", "C", "C", "O", "Br", "H", "H", "H", "H", "H", "H", "H", "H", "O", "H"], "coordinates": [[1.4443, -1.7163, -0.6640], [1.8075, -0.2409, -0.4982], [1.1984, 0.3708, 0.7581], [2.6622, 0.7970, 2.2852], [0.5373, 1.5840, 0.4487], [-1.0343, 1.7356, 0.6708], [-1.4315, 2.8379, -0.1452], [-1.4112, 0.3170, -0.1736], [-2.6484, -0.2515, 0.2046], [-2.4053, -1.7465, 0.3277], [-2.4602, -2.5436, -0.5342], [-1.9232, -2.2763, 2.1450], [1.3814, -2.2275, 0.3016], [2.1957, -2.2390, -1.2571], [0.4827, -1.8331, -1.1680], [1.4364, 0.3605, -1.3298], [2.8880, -0.1103, -0.4936], [0.5255, -0.3177, 1.2685], [-2.9926, 0.1584, 1.1575], [-3.4044, -0.0951, -0.5694], [1.9455, 4.0194, -1.4342], [1.2064, 3.4173, -1.3004]], "nbo_charge": [-0.61, -0.48, 0.02, 0.06, -0.71, 1.76, -0.86, -0.72, -0.19, 0.54, -0.47, -0.08, 0.20, 0.21, 0.21, 0.26, 0.23, 0.19, 0.20, 0.21, -1.37, 0.38]}